(1)
Density functional theory data (wB97M-V/def2-TZVPD) for the molecule C5H7N at a distorted geometry.

The geometry in ORCA input format:
```
! wB97M-V def2-TZVPD RIJCOSX def2/J DEFGRID3
* xyz 0 1
C -1.17118 -1.81115 2.04702
C -0.44166 -1.28151 0.92405
C 0.03588 -0.34086 0.13809
C 0.77252 -0.63343 -1.16095
C -0.28860 1.06803 0.28512
N -0.52394 -2.65281 1.32120
H -1.97288 -1.81705 2.69395
H 0.25294 -0.61920 -2.13633
H 1.37892 0.27444 -1.12814
H 1.31620 -1.58462 -1.13812
H 0.48770 1.68999 0.40744
H -0.81006 1.12462 -0.67199
H -1.05476 1.20610 1.15016
*
```

As for the highest occupied orbital energy: -8.21 eV. The SMILES is CC(C)=C1C=N1. The molecular weight is 81.12 g mol⁻¹. The calculation puts the relative energy (zero: lowest compared OMol25 entry of this formula, charge and spin) at 91.77 kcal/mol. Its frontier orbital gap is 9.1 eV.

These are the Löwdin partial charges, in e, on atoms 1 to 2: 0.006 -0.223

(2)
Density functional theory data (wB97M-V/def2-TZVPD) for the molecule C5H7N.

The geometry in ORCA input format:
```
! wB97M-V def2-TZVPD RIJCOSX def2/J DEFGRID3
* xyz 0 1
C -0.98376 -1.24011 0.15249
C -0.24618 1.40001 0.47160
C 0.91103 0.50863 0.61216
C 0.39451 -0.71733 -0.23261
C -0.23430 2.20052 -0.68133
N -0.32384 2.96032 -1.56264
H -1.00586 -1.51580 1.21368
H -1.81233 -0.53822 -0.00523
H -1.17782 -2.13230 -0.44405
H 1.04713 0.17794 1.64671
H 1.86339 0.87753 0.19872
H 1.12435 -1.52233 -0.07061
H 0.44368 -0.45887 -1.29889
*
```

As for the highest occupied orbital energy (alpha / beta): -9.24 / -9.24 eV. The molecular weight is 81.12 g mol⁻¹. The calculation puts the relative energy (zero: lowest compared OMol25 entry of this formula, charge and spin) at 89.81 kcal/mol. Its frontier orbital gap (alpha / beta) is 7.6 / 7.6 eV.

These are the Löwdin partial charges, in e, on atoms 1 to 2: -0.122 0.044

(3)
Density functional theory data (wB97M-V/def2-TZVPD) for the molecule C5H7N at a distorted geometry.

The geometry in ORCA input format:
```
! wB97M-V def2-TZVPD RIJCOSX def2/J DEFGRID3
* xyz 0 1
N 2.58196 -0.84917 1.01623
C 2.19415 0.18582 0.64673
C 1.17254 0.22892 -0.46641
C -0.17082 0.57064 0.09823
C -1.04106 -0.49253 0.70907
C -1.40813 0.11831 -0.61406
H 1.16029 -0.78528 -0.88715
H 1.55189 0.90706 -1.22277
H -0.19116 1.54222 0.58150
H -1.63072 -0.22300 1.58088
H -0.68652 -1.52192 0.71646
H -1.29977 -0.50118 -1.50194
H -2.23266 0.82011 -0.65679
*
```

As for the highest occupied orbital energy: -10.73 eV. The SMILES is N#CCC1CC1. The molecular weight is 81.12 g mol⁻¹. The calculation puts the relative energy (zero: lowest compared OMol25 entry of this formula, charge and spin) at 54.53 kcal/mol. Its frontier orbital gap is 11.0 eV.

These are the Löwdin partial charges, in e, on atoms 1 to 2: 0.157 -0.168

(4)
Density functional theory data (wB97M-V/def2-TZVPD) for a structure of composition C5H7N at a distorted geometry.

The geometry in ORCA input format:
```
! wB97M-V def2-TZVPD RIJCOSX def2/J DEFGRID3
* xyz 0 1
C -0.84562 0.19376 0.89278
C 0.02159 -1.09531 0.23636
C -0.43248 0.74644 -0.48405
C 0.97959 0.75074 -0.29721
C 1.35794 -0.45964 0.17192
H -0.52869 1.07338 1.58684
H -1.85951 0.04387 0.98368
H 0.08014 -2.09890 0.30283
H -1.56386 -0.88766 -1.16946
H -0.68496 1.63788 -1.08258
H 1.59956 1.59587 -0.32443
H 2.31273 -0.82088 0.26810
N -0.43642 -0.67954 -1.08478
*
```

As for the highest occupied orbital energy: -8.71 eV. The molecular weight is 81.12 g mol⁻¹. The calculation puts the relative energy (zero: lowest compared OMol25 entry of this formula, charge and spin) at 108.64 kcal/mol. Its frontier orbital gap is 9.8 eV.

These are the Löwdin partial charges, in e, on atoms 1 to 2: -0.020 -0.244

(5)
Density functional theory data (wB97M-V/def2-TZVPD) for the molecule C5H7N.

The geometry in ORCA input format:
```
! wB97M-V def2-TZVPD RIJCOSX def2/J DEFGRID3
* xyz 0 1
C 1.52355 -0.37058 0.08116
C 0.39625 -0.55951 -0.92055
N -0.82519 -1.26967 -0.58552
C -0.88886 0.19114 -0.73690
C -1.12254 0.98429 0.45619
C -1.37501 1.58958 1.46757
H 1.12669 -0.22126 1.09075
H 2.17650 -1.24803 0.08979
H 2.14819 0.50560 -0.14181
H 0.70829 -0.76626 -1.94026
H -0.85079 -1.52328 0.40022
H -1.41646 0.55312 -1.61916
H -1.60062 2.13484 2.35853
*
```

As for the highest occupied orbital energy: -9.25 eV. The SMILES is C#C[C@@H]1N[C@@H]1C. The molecular weight is 81.12 g mol⁻¹. The calculation puts the relative energy (zero: lowest compared OMol25 entry of this formula, charge and spin) at 65.65 kcal/mol. Its frontier orbital gap is 10.4 eV.

These are the Löwdin partial charges, in e, on atoms 1 to 2: -0.058 -0.324

(6)
Density functional theory data (wB97M-V/def2-TZVPD) for the molecule C5H7N at a distorted geometry.

The geometry in ORCA input format:
```
! wB97M-V def2-TZVPD RIJCOSX def2/J DEFGRID3
* xyz 0 1
N 1.93406 -0.73254 1.61335
C 1.20748 -0.38330 0.71797
C 1.03161 0.25816 -0.64615
C -0.29286 0.95098 -0.56942
C -0.26615 -1.02928 1.56157
C -1.32218 0.66347 -1.34936
H 1.01595 -0.54490 -1.39428
H 1.82525 0.95730 -0.96049
H -0.38816 1.65933 0.25282
H -0.58575 -0.70092 2.57954
H -0.45294 -2.12656 1.57891
H -1.23993 -0.08890 -2.13025
H -2.28233 1.14603 -1.21070
*
```

As for the highest occupied orbital energy (alpha / beta): -8.75 / -8.75 eV. The molecular weight is 81.12 g mol⁻¹. The calculation puts the relative energy (zero: lowest compared OMol25 entry of this formula, charge and spin) at 115.18 kcal/mol. Its frontier orbital gap (alpha / beta) is 8.7 / 8.7 eV.

These are the Löwdin partial charges, in e, on atoms 1 to 2: 0.177 -0.421